Entry 1:
C10H23ClO3Si in the gas phase at a distorted geometry, computed with ωB97M-V/def2-TZVPD.

Computed properties:
- structure (SMILES) = COCCOCCOCCC[Si](C)(C)Cl
- frontier orbital gap (hartree) = 0.3842
- lowest unoccupied orbital energy (eV) = 0.8

Last columns: bonded neighbours and bond lengths (Å).
CARTESIAN COORDINATES (ANGSTROEM)
1 Cl -2.7357 -1.1076 -3.4060  Si15 2.149
2 O -0.3160 -0.2014 4.0658  C5 1.387, C6 1.435
3 O 1.8238 0.2976 1.0427  C7 1.415, C8 1.384
4 O 0.0948 1.5361 -0.7387  C9 1.427, C10 1.418
5 C -1.4199 -1.0058 3.8253  O2 1.387, H16 1.096, H17 1.071, H18 1.118
6 C 0.1038 0.4552 2.8604  O2 1.435, C7 1.520, H19 1.087, H20 1.074
7 C 1.3918 -0.1404 2.3167  O3 1.415, C6 1.520, H21 1.101, H22 1.142
8 C 1.9742 1.6667 0.9082  O3 1.384, C9 1.552, H23 1.054, H24 1.150
9 C 0.6328 2.2402 0.3795  O4 1.427, C8 1.552, H25 1.123, H26 1.086
10 C 0.8647 1.7888 -1.9028  O4 1.418, C11 1.504, H27 1.131, H28 1.159
11 C 0.4355 1.0591 -3.1464  C10 1.504, C14 1.561, H29 1.111, H30 1.089
12 C -0.9775 -3.2488 -1.9233  Si15 1.939, H31 1.045, H32 1.121, H33 1.095
13 C -1.6539 -0.6469 -0.5483  Si15 1.820, H34 1.055, H35 1.048, H36 1.105
14 C 0.4675 -0.4992 -3.0533  C11 1.561, Si15 1.945, H37 1.080, H38 1.081
15 Si -1.0275 -1.3204 -2.1189  Cl1 2.149, C12 1.939, C13 1.820, C14 1.945
16 H -2.3206 -0.4965 3.4641  C5 1.096
17 H -1.1376 -1.8564 3.2395  C5 1.071
18 H -1.5476 -1.4276 4.8533  C5 1.118
19 H -0.7246 0.3501 2.1648  C6 1.087
20 H 0.1601 1.4907 3.1412  C6 1.074
21 H 2.2387 0.0044 3.0053  C7 1.101
22 H 1.2866 -1.2662 2.1571  C7 1.142
23 H 2.7699 1.8951 0.2561  C8 1.054
24 H 2.1951 2.0638 1.9651  C8 1.150
25 H 0.7726 3.3459 0.2452  C9 1.123
26 H -0.1361 2.1177 1.1360  C9 1.086
27 H 0.7182 2.9063 -1.9983  C10 1.131
28 H 1.9803 1.5560 -1.6893  C10 1.159
29 H 0.9368 1.4329 -4.0645  C11 1.111
30 H -0.6335 1.2675 -3.1615  C11 1.089
31 H -1.8669 -3.7852 -2.0411  C12 1.045
32 H -0.4163 -3.6300 -1.0311  C12 1.121
33 H -0.4063 -3.4388 -2.8383  C12 1.095
34 H -1.9966 0.3422 -0.6778  C13 1.055
35 H -0.9075 -0.6481 0.1874  C13 1.048
36 H -2.5541 -1.2615 -0.3655  C13 1.105
37 H 0.5448 -1.0762 -3.9630  C14 1.080
38 H 1.3861 -0.7589 -2.5459  C14 1.081



Entry 2:
7 unconnected molecules or ions with the total composition C5H21NO8 at a distorted geometry, computed with ωB97M-V/def2-TZVPD.

Computed properties:
- structure (SMILES) = CC(=O)N(C)CC=O.O.O.O.O.O.O
- frontier orbital gap (hartree) = 0.3455
- lowest unoccupied orbital energy (eV) = 0.1
- relative energy (zero: lowest compared OMol25 entry of this formula, charge and spin) (kcal/mol) = 63.2

Last columns: bonded neighbours and bond lengths (Å).
CARTESIAN COORDINATES (ANGSTROEM)
1 C -0.4149 1.8705 0.6353  C2 1.561, H9 1.067, H10 1.104, H11 1.086
2 C -0.9689 0.9542 1.7713  C1 1.561, N3 1.382, O8 1.208
3 N -1.9642 0.0933 1.3488  C2 1.382, C4 1.477, C5 1.459
4 C -2.7645 -0.6059 2.3742  N3 1.477, H12 1.087, H13 1.087, H14 1.110
5 C -1.9113 -0.5384 0.0346  N3 1.459, C6 1.536, H15 1.100, H16 1.097
6 C -3.2506 -0.3549 -0.6955  C5 1.536, O7 1.205, H17 1.109
7 O -3.3609 -0.7460 -1.8303  C6 1.205
8 O -0.6617 1.0843 2.9323  C2 1.208
9 H -1.1282 2.0987 -0.1250  C1 1.067
10 H -0.1681 2.8400 1.1024  C1 1.104
11 H 0.5880 1.4987 0.4498  C1 1.086
12 H -2.2407 -1.5020 2.6977  C4 1.087
13 H -3.7629 -0.9011 2.0607  C4 1.087
14 H -2.8646 0.1944 3.1370  C4 1.110
15 H -1.1640 0.0106 -0.5571  C5 1.100
16 H -1.7108 -1.6170 0.0241  C5 1.097
17 H -4.0478 0.2685 -0.2412  C6 1.109
18 H 4.0479 1.0542 -0.4012  O20 0.964
19 H 3.7894 -0.1304 -1.3385  O20 0.988
20 O 3.8752 0.8540 -1.3282  H18 0.964, H19 0.988
21 H 1.8962 0.6777 -1.9270  O23 0.965
22 H 0.6114 1.5263 -2.1705  O23 0.955
23 O 0.9545 0.7514 -1.7303  H21 0.965, H22 0.955
24 H 2.0590 -1.3986 2.0535  O26 0.976
25 H 0.8619 -1.8152 2.5935  O26 0.974
26 O 1.7136 -2.2439 2.3971  H24 0.976, H25 0.974
27 H 3.3230 -2.7100 0.7366  O29 0.968
28 H 2.7343 -2.5276 -0.5999  O29 0.967
29 O 3.0396 -1.9958 0.1476  H27 0.968, H28 0.967
30 H 1.8273 3.8741 -1.9312  O32 0.968
31 H 2.8694 2.7957 -1.9701  O32 0.968
32 O 1.9504 2.9609 -2.2270  H30 0.968, H31 0.968
33 H -0.0087 -1.0749 -2.9855  O35 0.967
34 H 0.7432 -1.5474 -1.7778  O35 0.962
35 O 0.1870 -1.8802 -2.4880  H33 0.967, H34 0.962



Entry 3:
8 unconnected molecules or ions with the total composition C8H32O8 at a distorted geometry, computed with ωB97M-V/def2-TZVPD.

Computed properties:
- structure (SMILES) = CO.CO.CO.CO.CO.CO.CO.CO
- frontier orbital gap (hartree) = 0.3810
- lowest unoccupied orbital energy (eV) = 0.4
- relative energy (zero: lowest compared OMol25 entry of this formula, charge and spin) (kcal/mol) = 90.0

Last columns: bonded neighbours and bond lengths (Å).
CARTESIAN COORDINATES (ANGSTROEM)
1 C -0.0825 1.2877 0.1535  O2 1.399, H3 1.090, H4 1.090, H5 1.090
2 O -0.1082 0.8908 -1.1873  C1 1.399, H6 0.960
3 H -0.3132 0.4509 0.8128  C1 1.090
4 H 0.8586 1.7229 0.4897  C1 1.090
5 H -0.9086 1.9691 0.3565  C1 1.090
6 H 0.6803 0.3724 -1.3640  O2 0.960
7 C -0.3713 1.9548 3.9617  O8 1.465, H9 1.090, H10 1.090, H11 1.090
8 O -1.0514 0.7206 4.3610  C7 1.465, H12 0.960
9 H 0.4868 2.0970 4.6187  C7 1.090
10 H -0.1436 1.9369 2.8959  C7 1.090
11 H -1.0855 2.7607 4.1303  C7 1.090
12 H -1.3164 0.7858 5.2814  O8 0.960
13 C -2.1470 -1.9580 2.1026  O14 1.363, H15 1.090, H16 1.090, H17 1.090
14 O -1.1130 -1.3907 2.7853  C13 1.363, H18 0.960
15 H -3.1655 -1.7678 2.4411  C13 1.090
16 H -2.1993 -1.6735 1.0517  C13 1.090
17 H -2.0122 -3.0383 2.0477  C13 1.090
18 H -1.3347 -0.5669 3.2256  O14 0.960
19 C 1.6196 -3.8758 1.5103  O20 1.449, H21 1.090, H22 1.090, H23 1.090
20 O 0.5844 -2.9803 1.0354  C19 1.449, H24 0.960
21 H 1.2833 -4.1892 2.4987  C19 1.090
22 H 1.7468 -4.6883 0.7950  C19 1.090
23 H 2.6165 -3.4468 1.6114  C19 1.090
24 H 0.1578 -2.3687 1.6400  O20 0.960
25 C -2.9588 -1.9765 -2.1041  O26 1.472, H27 1.090, H28 1.090, H29 1.090
26 O -3.1810 -0.6652 -2.7343  C25 1.472, H30 0.960
27 H -2.1393 -2.4574 -2.6381  C25 1.090
28 H -2.7151 -1.7418 -1.0679  C25 1.090
29 H -3.8300 -2.6277 -2.0332  C25 1.090
30 H -2.5441 -0.0082 -2.4438  O26 0.960
31 C 3.4967 -1.5495 -1.1571  O32 1.401, H33 1.090, H34 1.090, H35 1.090
32 O 2.2159 -1.2432 -0.6784  C31 1.401, H36 0.960
33 H 4.2142 -1.2917 -0.3780  C31 1.090
34 H 3.5875 -2.6007 -1.4306  C31 1.090
35 H 3.7306 -0.9336 -2.0254  C31 1.090
36 H 1.8084 -1.9311 -0.1469  O32 0.960
37 C -1.1533 5.1769 -0.0251  O38 1.446, H39 1.090, H40 1.090, H41 1.090
38 O -0.9731 5.3066 1.4035  C37 1.446, H42 0.960
39 H -0.7362 4.2454 -0.4077  C37 1.090
40 H -2.1920 5.3418 -0.3113  C37 1.090
41 H -0.5990 5.9843 -0.5037  C37 1.090
42 H -1.7936 5.1678 1.8822  O38 0.960
43 C 1.9401 0.6811 -4.8765  O44 1.396, H45 1.090, H46 1.090, H47 1.090
44 O 3.1158 0.3441 -5.5505  C43 1.396, H48 0.960
45 H 1.1234 0.6897 -5.5984  C43 1.090
46 H 1.6842 -0.0379 -4.0982  C43 1.090
47 H 2.0548 1.6764 -4.4473  C43 1.090
48 H 3.1621 -0.5549 -5.8840  O44 0.960



Entry 4:
C21H21N5O4S in the gas phase at a distorted geometry, computed with ωB97M-V/def2-TZVPD.

Computed properties:
- structure (SMILES) = COc1cc(S(=O)(=O)N(Cc2ccc(C)cc2)Cc2ccco2)ccc1-n1cnnn1
- frontier orbital gap (hartree) = 0.3313
- lowest unoccupied orbital energy (eV) = 0.1
- relative energy (zero: lowest compared OMol25 entry of this formula, charge and spin) (kcal/mol) = 103.8

Last columns: bonded neighbours and bond lengths (Å).
CARTESIAN COORDINATES (ANGSTROEM)
1 C 3.0825 1.6604 2.4774  H2 1.093, H3 1.093, H4 1.088, O5 1.412
2 H 2.8076 2.7126 2.3700  C1 1.093
3 H 2.3213 1.1415 3.0653  C1 1.093
4 H 4.0480 1.5849 2.9740  C1 1.088
5 O 3.2648 1.0503 1.2172  C1 1.412, C6 1.342
6 C 2.2440 1.0502 0.3455  O5 1.342, C7 1.392, C11 1.409
7 C 0.9504 1.4783 0.6303  C6 1.392, C8 1.378, H52 1.077
8 C -0.0350 1.3936 -0.3294  C7 1.378, C9 1.380, S20 1.798
9 C 0.2235 0.9388 -1.6062  C8 1.380, C10 1.384, H19 1.077
10 C 1.5031 0.5095 -1.9102  C9 1.384, C11 1.388, H18 1.079
11 C 2.4976 0.5383 -0.9428  C6 1.409, C10 1.388, N12 1.400
12 N 3.7673 0.0310 -1.2427  C11 1.400, C13 1.360, N16 1.340
13 C 4.0897 -1.0508 -2.0007  N12 1.360, N14 1.304, H17 1.068
14 N 5.3866 -1.1841 -1.9972  C13 1.304, N15 1.330
15 N 5.8569 -0.1889 -1.2509  N14 1.330, N16 1.261
16 N 4.9271 0.5310 -0.7957  N12 1.340, N15 1.261
17 H 3.3865 -1.6844 -2.4954  C13 1.068
18 H 1.7370 0.1495 -2.9006  C10 1.079
19 H -0.5610 0.9298 -2.3437  C9 1.077
20 S -1.7204 1.7965 0.1516  C8 1.798, O21 1.432, O22 1.432, N23 1.650
21 O -1.6944 2.2387 1.5132  S20 1.432
22 O -2.2882 2.6419 -0.8545  S20 1.432
23 N -2.5150 0.3510 0.0981  S20 1.650, C24 1.447, C35 1.448
24 C -3.1297 -0.0786 -1.1395  N23 1.447, C25 1.493, H33 1.098, H34 1.092
25 C -4.4808 -0.6657 -0.8994  C24 1.493, C26 1.367, O29 1.347
26 C -4.8970 -1.9642 -0.8104  C25 1.367, C27 1.416, H32 1.071
27 C -6.2818 -1.9176 -0.5186  C26 1.416, C28 1.360, H31 1.070
28 C -6.5981 -0.5967 -0.4458  C27 1.360, O29 1.340, H30 1.072
29 O -5.5179 0.1637 -0.6736  C25 1.347, C28 1.340
30 H -7.5230 -0.0917 -0.2503  C28 1.072
31 H -6.9405 -2.7504 -0.3836  C27 1.070
32 H -4.2985 -2.8422 -0.9477  C26 1.071
33 H -2.5101 -0.8120 -1.6718  C24 1.098
34 H -3.2252 0.8298 -1.7380  C24 1.092
35 C -2.2819 -0.5799 1.1825  N23 1.448, C36 1.508, H50 1.094, H51 1.093
36 C -0.8711 -1.1085 1.2387  C35 1.508, C37 1.390, C41 1.389
37 C -0.1043 -0.9382 2.3852  C36 1.390, C38 1.382, H49 1.080
38 C 1.1984 -1.3964 2.4418  C37 1.382, C39 1.390, H48 1.081
39 C 1.7878 -2.0171 1.3461  C38 1.390, C40 1.388, C44 1.497
40 C 1.0148 -2.2017 0.2082  C39 1.388, C41 1.383, H43 1.081
41 C -0.2975 -1.7672 0.1586  C36 1.389, C40 1.383, H42 1.080
42 H -0.8785 -1.9457 -0.7335  C41 1.080
43 H 1.4400 -2.7057 -0.6485  C40 1.081
44 C 3.2194 -2.4516 1.4001  C39 1.497, H45 1.087, H46 1.088, H47 1.091
45 H 3.4845 -3.0471 0.5297  C44 1.087
46 H 3.4095 -3.0393 2.2962  C44 1.088
47 H 3.8723 -1.5787 1.4342  C44 1.091
48 H 1.7740 -1.2725 3.3483  C38 1.081
49 H -0.5374 -0.4404 3.2405  C37 1.080
50 H -2.9968 -1.4014 1.0742  C35 1.094
51 H -2.5025 -0.0447 2.1098  C35 1.093
52 H 0.6718 1.8610 1.5973  C7 1.077



Entry 5:
4 unconnected molecules or ions with the total composition C22H39ClNO9P at a distorted geometry, computed with ωB97M-V/def2-TZVPD.

Computed properties:
- structure (SMILES) = CCOCCOP(Cl)CCCCNC(C)=O.O=C1CCCO1.O=C1CCCO1.O=C1CCCO1
- frontier orbital gap (hartree) = 0.3303
- lowest unoccupied orbital energy (eV) = 0.4

Last columns: bonded neighbours and bond lengths (Å).
CARTESIAN COORDINATES (ANGSTROEM)
1 C -1.3024 2.9305 -2.0943  C2 1.609, H17 1.145, H18 1.138, H19 1.134
2 C -1.2988 1.3217 -2.0523  C1 1.609, O3 1.471, H20 1.147, H21 1.140
3 O 0.0170 0.7318 -2.3433  C2 1.471, C4 1.455
4 C 0.0271 -0.6399 -1.8588  O3 1.455, C5 1.591, H22 1.142, H23 1.146
5 C -0.7475 -1.6476 -2.8160  C4 1.591, O6 1.450, H24 1.140, H25 1.147
6 O -2.1900 -1.6035 -2.6754  C5 1.450, P7 1.707
7 P -2.9453 -2.2479 -4.0635  O6 1.707, Cl8 2.149, C9 1.886
8 Cl -2.4652 -0.9558 -5.7119  P7 2.149
9 C -4.8214 -2.1079 -3.9330  P7 1.886, C10 1.616, H26 1.143, H27 1.146
10 C -5.3738 -2.0966 -2.4142  C9 1.616, C11 1.598, H28 1.135, H29 1.148
11 C -6.9690 -2.1198 -2.5106  C10 1.598, C12 1.598, H30 1.147, H31 1.146
12 C -7.7296 -1.3980 -1.3046  C11 1.598, N13 1.483, H32 1.145, H33 1.146
13 N -8.1066 0.0150 -1.5519  C12 1.483, C14 1.451, H34 1.025
14 C -9.2417 0.1530 -2.4446  N13 1.451, C15 1.607, O16 1.252
15 C -10.0434 1.5445 -2.4894  C14 1.607, H35 1.140, H36 1.140, H37 1.135
16 O -9.6571 -0.7342 -3.2239  C14 1.252
17 H -1.2449 3.3397 -1.0264  C1 1.145
18 H -2.2164 3.3144 -2.6521  C1 1.138
19 H -0.3959 3.2535 -2.6947  C1 1.134
20 H -1.9881 0.9762 -2.9020  C2 1.147
21 H -1.7190 0.8901 -1.0849  C2 1.140
22 H -0.3279 -0.7065 -0.7758  C4 1.142
23 H 1.1185 -0.9898 -1.8444  C4 1.146
24 H -0.3779 -1.4481 -3.8758  C5 1.140
25 H -0.3974 -2.7069 -2.5492  C5 1.147
26 H -5.1939 -1.1816 -4.4886  C9 1.143
27 H -5.2657 -3.0534 -4.4049  C9 1.146
28 H -4.9619 -1.2349 -1.8011  C10 1.135
29 H -5.0562 -3.0736 -1.9028  C10 1.148
30 H -7.2615 -1.5507 -3.4626  C11 1.147
31 H -7.3320 -3.1945 -2.6757  C11 1.146
32 H -8.6867 -1.9982 -1.1169  C12 1.145
33 H -7.1050 -1.5047 -0.3501  C12 1.146
34 H -7.3114 0.6037 -1.8196  N13 1.025
35 H -9.3963 2.3656 -2.9452  C15 1.140
36 H -10.9417 1.4074 -3.1769  C15 1.140
37 H -10.3839 1.8816 -1.4603  C15 1.135
38 O 0.0940 4.2750 0.3097  C39 1.206
39 C 1.2321 3.8899 0.2083  O38 1.206, O40 1.357, C43 1.501
40 O 2.2517 4.3051 1.0021  C39 1.357, C41 1.438
41 C 3.4844 3.7310 0.5338  O40 1.438, C42 1.511, H44 1.094, H45 1.084
42 C 3.0744 2.5102 -0.2572  C41 1.511, C43 1.515, H46 1.091, H47 1.095
43 C 1.7351 2.9287 -0.8297  C39 1.501, C42 1.515, H48 1.092, H49 1.087
44 H 4.0028 4.4713 -0.0819  C41 1.094
45 H 4.1130 3.4755 1.3787  C41 1.084
46 H 3.8050 2.2214 -1.0143  C42 1.091
47 H 2.9355 1.6598 0.4185  C42 1.095
48 H 1.8458 3.4551 -1.7804  C43 1.092
49 H 1.0590 2.0836 -0.9365  C43 1.087
50 O 6.0699 3.2026 1.1207  C51 1.205
51 C 6.4263 2.1865 1.6626  O50 1.205, O52 1.356, C55 1.506
52 O 5.7929 1.6363 2.7281  C51 1.356, C53 1.438
53 C 6.5382 0.4973 3.1923  O52 1.438, C54 1.510, H56 1.095, H57 1.079
54 C 7.3712 0.0612 2.0108  C53 1.510, C55 1.516, H58 1.090, H59 1.094
55 C 7.6416 1.3736 1.3012  C51 1.506, C54 1.516, H60 1.092, H61 1.089
56 H 7.1530 0.8070 4.0437  C53 1.095
57 H 5.8575 -0.2752 3.5148  C53 1.079
58 H 8.2749 -0.4780 2.2970  C54 1.090
59 H 6.7805 -0.5926 1.3617  C54 1.094
60 H 8.5318 1.8722 1.6917  C55 1.092
61 H 7.7173 1.2404 0.2225  C55 1.089
62 O 6.2981 -2.0068 4.0014  C63 1.205
63 C 5.4555 -2.4110 4.7615  O62 1.205, O64 1.358, C67 1.505
64 O 4.2092 -1.8813 4.8584  C63 1.358, C65 1.434
65 C 3.5012 -2.5197 5.9293  O64 1.434, C66 1.512, H68 1.094, H69 1.091
66 C 4.1953 -3.8479 6.1277  C65 1.512, C67 1.515, H70 1.091, H71 1.094
67 C 5.6292 -3.5232 5.7609  C63 1.505, C66 1.515, H72 1.092, H73 1.089
68 H 3.5615 -1.8820 6.8158  C65 1.094
69 H 2.4530 -2.6426 5.6540  C65 1.091
70 H 4.0792 -4.2480 7.1358  C66 1.091
71 H 3.7946 -4.5845 5.4249  C66 1.094
72 H 6.1942 -3.1474 6.6170  C67 1.092
73 H 6.1339 -4.3779 5.3124  C67 1.089



What did we get for molecular weight? Answer: 254.83 223.22 256.34 439.50 527.98 g/mol, in the order shown.